Record 1
Density functional theory data (ωB97M-V/def2-TZVPD) for a molecular structure, C18H25N3O7S4Tl in a non-equilibrium geometry.

## Properties
Frontier orbital gap, eV: 5.841
Relative energy (zero: lowest compared OMol25 entry of this formula, charge and spin), eV: 2.657
Charge: -1
HOMO energy, eV: -5.35
Spin multiplicity: 1

Positions of all 58 atoms, in Å:
Tl1 1.1132 -0.0388 0.7369
O1 0.1542 0.5367 4.9853
S1 0.1054 -0.1018 3.6835
O2 -0.4543 0.7869 2.6645
O3 1.3758 -0.7067 3.2859
C1 -1.0356 -1.4956 3.9192
C2 -1.3428 -1.7812 5.2415
C3 -2.1329 -2.8673 5.5733
C4 -2.6333 -3.6799 4.5703
C5 -2.3453 -3.3861 3.2506
C6 -1.5455 -2.3023 2.9232
S2 -1.1993 -2.1147 1.1680
O4 -1.4457 -0.7343 0.7448
O5 -2.1166 -3.0244 0.4890
O6 0.1943 -2.5222 0.9681
H1 -0.9399 -1.1327 6.0019
H2 -2.3607 -3.0814 6.6071
H3 -3.2454 -4.5356 4.8128
H4 -2.7327 -3.9879 2.4447
C7 1.1648 2.6947 -3.0943
C8 -0.0110 3.1692 -2.3136
C9 -1.1521 3.6176 -2.9273
C10 -2.2696 4.0008 -2.1871
C11 -2.2360 3.9204 -0.8008
C12 -1.1213 3.4933 -0.1163
C13 -1.0798 3.4487 1.3612
C14 0.0605 3.0816 -0.8615
N1 1.1216 2.6632 -0.2929
H5 1.0831 2.9946 -4.1376
H6 1.1853 1.6061 -3.0328
H7 2.0971 3.0595 -2.6656
H8 -1.1931 3.6527 -4.0099
H9 -3.1540 4.3629 -2.6926
H10 -3.1100 4.2157 -0.2361
H11 -1.9999 3.8279 1.8003
H12 -0.2307 4.0161 1.7372
H13 -0.9195 2.4175 1.6944
C15 -1.9245 -0.5363 -2.1804
S3 -0.3402 -1.0472 -2.9094
C16 -0.3129 -2.7562 -2.2655
O7 0.7325 -0.3184 -2.1780
H14 -2.6934 -1.2168 -2.5311
H15 -2.1385 0.4779 -2.5084
H16 -1.8392 -0.5647 -1.0913
H17 -1.1288 -3.3072 -2.7202
H18 -0.4067 -2.7430 -1.1825
H19 0.6361 -3.2029 -2.5459
C17 3.5472 -1.5791 -2.8535
N2 4.3977 -1.5582 -1.6878
C18 4.5563 -0.4974 -0.8789
N3 3.8419 0.6192 -1.1301
S4 5.7243 -0.5492 0.2973
H20 3.5446 -2.5841 -3.2680
H21 3.9281 -0.8852 -3.6103
H22 2.5252 -1.2854 -2.6025
H23 4.8948 -2.3914 -1.4171
H24 2.9730 0.5404 -1.6397
H25 3.8353 1.3092 -0.3947


Record 2
Density functional theory data (ωB97M-V/def2-TZVPD) for a gas-phase ion, C3H8N3 (charge +1) in a non-equilibrium geometry.

## Properties
Frontier orbital gap, eV: 10.763
Relative energy (zero: lowest compared OMol25 entry of this formula, charge and spin), eV: 3.383
Charge: +1
HOMO energy, eV: -14.18
Spin multiplicity: 1

Positions of all 14 atoms, in Å:
C1 1.4311 0.6382 0.3141
N1 0.2687 0.4875 -0.5119
C2 -0.4371 -0.8780 -0.3483
N2 -1.7890 -0.4946 0.1028
C3 -1.8471 0.8420 0.1533
N3 -0.6623 1.4513 -0.1618
H1 1.9219 1.5660 0.0450
H2 1.2524 0.4453 1.3199
H3 2.0043 -0.2117 0.2268
H4 0.3213 0.6924 -1.5715
H5 0.2335 -1.4412 0.3566
H6 -0.5482 -1.4687 -1.3492
H7 -2.3973 -1.0899 0.6112
H8 -2.6636 1.3589 0.4284


Record 3
Density functional theory data (ωB97M-V/def2-TZVPD) for a gas-phase ion, C7H12N2 (charge +2) in a non-equilibrium geometry.

## Properties
Frontier orbital gap, eV: 9.291
Relative energy (zero: lowest compared OMol25 entry of this formula, charge and spin), eV: 2.326
Charge: +2
HOMO energy, eV: -18.91
Spin multiplicity: 1

Positions of all 21 atoms, in Å:
C1 1.3669 -1.9741 0.2371
C2 2.0284 -0.8046 0.0752
C3 -0.8050 -1.2674 -0.1727
C4 -2.7411 0.1158 0.6465
C5 -1.7548 -0.4021 -0.3637
C6 0.8640 0.8174 1.1180
C7 1.6953 1.3133 -1.1743
N1 0.0442 -2.2537 0.0264
N2 1.3986 0.4642 0.0215
H1 1.9529 -2.9821 0.3694
H2 3.0640 -0.6634 0.1148
H3 -2.4435 1.2114 0.6972
H4 -3.6842 -0.0184 0.1129
H5 -1.9720 -0.2433 -1.3657
H6 -2.6708 -0.2868 1.6924
H7 0.6215 0.0995 1.8279
H8 0.2841 1.7829 1.0607
H9 0.8597 2.0659 -1.4321
H10 2.5174 1.9854 -0.8585
H11 1.9175 0.6542 -2.0418
H12 -0.3713 -3.1724 -0.0491


Record 4
Density functional theory data (ωB97M-V/def2-TZVPD) for a molecular structure, C12H29BN2NbO4S in a non-equilibrium geometry.

## Properties
Frontier orbital gap, eV: 5.731
Charge: -1
HOMO energy, eV: -3.82
Spin multiplicity: 1

Positions of all 50 atoms, in Å:
C1 6.6069 0.2753 -3.7687
O1 5.6453 -0.3634 -2.8786
C2 4.2617 0.0169 -3.0687
C3 3.8345 0.9158 -4.3202
C4 2.2882 1.1908 -4.6563
Nb1 0.6556 0.5197 -3.2697
O2 -0.9607 -0.0545 -2.0464
S1 -1.0909 1.4686 -4.8889
B1 0.6190 -1.5301 -4.3812
O3 1.4007 -1.8154 -5.6103
O4 -0.2776 -2.5941 -3.8413
H1 7.6868 -0.1837 -3.5445
H2 6.7329 1.4385 -3.6025
H3 6.4166 0.0049 -4.9164
H4 3.9054 0.5617 -2.0675
H5 3.6239 -0.9920 -3.0994
H6 4.3731 1.9766 -4.2073
H7 4.3197 0.4507 -5.3085
H8 2.1573 2.3681 -4.8151
H9 2.0464 0.7356 -5.7346
H10 0.7314 2.1587 -2.4249
H11 1.7522 -0.1012 -1.9726
H12 -0.6071 -0.6694 -1.3381
H13 -2.2962 1.4795 -4.1208
H14 2.2622 -2.2167 -5.2891
H15 0.3137 -3.2729 -3.3601
C5 -1.0396 0.3070 2.4245
C6 -1.8019 -1.0140 2.3905
C7 -0.8876 -2.2323 2.5336
C8 0.1104 -2.2628 1.3876
N1 0.9385 -2.2880 0.4369
H16 -0.3370 0.3898 1.5893
H17 -1.7349 1.1489 2.3481
H18 -0.4780 0.4120 3.3598
H19 -2.3607 -1.0767 1.4488
H20 -2.5372 -1.0208 3.2025
H21 -1.4820 -3.1519 2.5172
H22 -0.3442 -2.1962 3.4841
C9 -5.5578 0.0994 5.4829
C10 -5.1345 1.2104 6.4387
C11 -3.8189 1.8766 6.0312
C12 -2.7023 0.8453 6.0222
N2 -1.7760 -0.0103 6.0147
H23 -4.8293 -0.7173 5.4643
H24 -6.5155 -0.3275 5.7969
H25 -5.6731 0.4824 4.4624
H26 -5.0429 0.7932 7.4490
H27 -5.9242 1.9689 6.4738
H28 -3.5666 2.6735 6.7386
H29 -3.9059 2.3224 5.0344


Record 5
Density functional theory data (ωB97M-V/def2-TZVPD) for 2 unconnected molecules or ions with the total composition C3H10N2O.

## Properties
Frontier orbital gap, eV: 10.192
Relative energy (zero: lowest compared OMol25 entry of this formula, charge and spin), eV: 1.976
HOMO energy, eV: -9.41
Spin multiplicity: 1

Positions of all 16 atoms, in Å:
C1 1.7915 -1.5705 -0.8549
C2 2.5436 -1.9645 -1.8794
O1 3.3698 -1.1100 -2.5609
H1 1.0437 -2.1708 -0.3581
H2 1.7233 -0.5132 -0.6119
H3 2.6529 -3.0053 -2.1613
H4 2.8759 -0.2948 -2.6377
N1 -2.0334 1.8374 0.0633
C3 -2.0381 0.8081 1.0756
N2 -1.3563 1.2059 2.3292
H5 -1.0898 1.8868 -0.3171
H6 -2.2459 2.7729 0.3982
H7 -1.5618 -0.0712 0.6404
H8 -3.0635 0.4874 1.2612
H9 -0.6014 0.5763 2.5274
H10 -2.0106 1.1256 3.0860


Record 6
Density functional theory data (ωB97M-V/def2-TZVPD) for a molecular structure, C2H3FRb in a non-equilibrium geometry.

## Properties
Frontier orbital gap (alpha / beta), eV: 5.544 / 5.749
Relative energy (zero: lowest compared OMol25 entry of this formula, charge and spin), eV: 2.847
HOMO energy (alpha / beta), eV: -6.70 / -6.91
Spin multiplicity: 2

Positions of all 7 atoms, in Å:
H1 -0.8263 -2.0486 1.4693
C1 0.5132 -0.6110 -0.7517
C2 -0.0894 0.0307 0.2483
Rb1 -1.8391 3.0870 0.7098
H2 -0.0257 -1.4412 -1.2175
H3 1.5031 -0.3588 -1.1457
F1 0.7643 1.3418 0.6875